[1]
Entry from the Open Molecules 2025 dataset: C24H32B2Ba2Br16O16 as an isolated structure in a non-equilibrium geometry (ωB97M-V with the def2-TZVPD basis set).

Summary:
**Orbital gap**: 7.156 eV
**Energy**: -1181588.6276 eV

```
! wB97M-V def2-TZVPD RIJCOSX def2/J DEFGRID3
* xyz 2 1
Ba 0.410 5.426 11.435
Ba 2.333 13.405 4.511
O 0.638 10.749 4.589
C 0.135 10.641 5.720
O -0.565 9.707 6.193
B -0.999 10.076 7.579
O -0.639 11.488 7.699
C 0.125 11.745 6.739
O 0.728 12.797 6.668
O -0.259 9.267 8.598
C -1.108 8.521 9.257
O -0.812 7.644 10.094
C -2.516 8.742 8.645
O -2.409 9.788 7.835
O -3.567 8.135 8.958
O 2.313 6.027 9.613
C 2.912 7.103 9.628
O 3.535 7.658 8.611
B 3.581 9.145 8.718
O 3.063 9.394 10.051
C 2.726 8.237 10.629
O 2.143 8.035 11.663
O 4.961 9.654 8.516
C 4.966 10.470 7.496
O 5.919 11.087 6.997
C 3.547 10.562 6.909
O 2.772 9.807 7.670
O 3.222 11.191 5.933
Br -3.222 12.305 9.415
C -3.165 13.928 8.292
C -2.392 14.977 9.052
Br -2.244 16.670 8.006
H -4.195 14.162 8.024
H -2.688 13.630 7.358
H -1.397 14.606 9.299
H -2.952 15.270 9.939
Br 2.709 6.960 4.548
C 1.129 6.952 5.796
C 1.024 5.577 6.374
Br -0.464 5.479 7.710
H 0.217 7.226 5.265
H 1.250 7.717 6.563
H 1.963 5.416 6.903
H 0.808 4.780 5.663
Br 1.006 8.449 -1.059
C 1.727 10.071 -0.081
C 1.451 9.919 1.406
Br 2.794 11.104 2.217
H 1.206 10.894 -0.569
H 2.808 9.987 -0.193
H 1.505 8.892 1.767
H 0.458 10.184 1.768
Br -5.850 11.641 6.232
C -4.358 11.162 5.014
C -3.980 12.490 4.370
Br -2.237 12.271 3.403
H -4.782 10.451 4.304
H -3.541 10.698 5.567
H -3.740 13.251 5.112
H -4.737 12.920 3.713
Br 0.028 10.498 12.172
C 0.733 11.805 10.864
C 1.191 13.058 11.669
Br 1.759 14.455 10.355
H -0.046 11.930 10.112
H 1.624 11.377 10.405
H 1.958 12.785 12.393
H 0.372 13.393 12.305
Br -2.553 5.042 10.806
C -4.278 5.134 9.874
C -3.996 4.394 8.506
Br -5.638 4.175 7.425
H -4.804 6.083 9.775
H -4.903 4.451 10.450
H -3.682 3.356 8.618
H -3.389 4.952 7.794
Br -7.154 7.735 6.112
C -5.189 7.598 6.137
C -4.757 7.366 4.708
Br -2.794 7.182 4.623
H -4.955 6.680 6.676
H -4.881 8.450 6.744
H -5.149 8.142 4.051
H -5.224 6.458 4.325
Br -8.095 9.950 8.729
C -6.396 9.516 9.741
C -6.250 10.313 11.062
Br -4.931 9.470 12.347
H -5.600 9.734 9.029
H -6.402 8.436 9.888
H -7.282 10.269 11.411
H -5.940 11.326 10.804
*
```

Taken from the Löwdin analysis, the atomic charges in e are: 1.79 1.84 -0.03 -0.44 0.25 -0.89 0.25 -0.45 -0.05 0.23 -0.38 -0.16 -0.31 0.16 0.09 -0.11 -0.35 0.26 -0.84 0.26 -0.36 0.04 0.27 -0.35 0.15 -0.34 0.24 -0.05 0.77 -0.64 -0.66 0.59 0.06 0.04 0.03 0.06 0.65 -0.64 -0.60 0.69 0.03 0.04 0.05 0.07 0.60 -0.64 -0.61 0.61 0.06 0.03 0.05 0.06 0.66 -0.63 -0.63 0.62 0.05 0.04 0.02 0.07 0.70 -0.64 -0.63 0.60 0.02 0.04 0.06 0.05 0.56 -0.54 -0.66 0.69 0.06 0.06 0.05 -0.01 0.63 -0.70 -0.67 0.64 -0.03 0.03 0.04 0.06 0.54 -0.64 -0.61 0.55 0.00 0.04 0.04 0.03

=====

[2]
Entry from the Open Molecules 2025 dataset: C24H32ClLuP2 as an isolated structure in a non-equilibrium geometry (ωB97M-V with the def2-TZVPD basis set).

Summary:
**Orbital gap (alpha / beta)**: 6.437 / 4.600 eV
**Energy**: -90109.0818 eV

```
! wB97M-V def2-TZVPD RIJCOSX def2/J DEFGRID3
* xyz 2 1
Lu -0.072 0.103 0.953
Cl 2.444 -0.431 0.817
P -0.257 0.105 -1.799
C -0.913 1.664 -2.404
C -2.110 1.658 -3.129
C -2.565 2.853 -3.673
C -1.868 4.043 -3.435
C -0.712 4.050 -2.644
C -0.239 2.866 -2.090
C 1.425 -0.077 -2.428
C 2.126 -1.272 -2.149
C 3.394 -1.451 -2.684
C 3.974 -0.448 -3.468
C 3.296 0.755 -3.696
C 2.028 0.951 -3.159
C -1.223 -1.260 -2.446
C -1.789 -2.238 -1.603
C -2.588 -3.212 -2.186
C -2.774 -3.234 -3.571
C -2.173 -2.273 -4.396
C -1.376 -1.277 -3.835
H 1.687 -2.035 -1.501
H 3.928 -2.384 -2.494
H 4.960 -0.596 -3.904
H 3.734 1.548 -4.299
H 1.495 1.887 -3.328
H -2.639 0.719 -3.310
H -3.467 2.832 -4.278
H -2.243 4.971 -3.860
H -0.168 4.977 -2.467
H 0.672 2.853 -1.479
H -1.641 -2.199 -0.518
H -3.056 -3.964 -1.551
H -3.386 -4.012 -4.023
H -2.311 -2.278 -5.470
H -0.917 -0.490 -4.446
H -1.503 1.276 0.646
H -1.862 -0.385 0.697
C -2.033 -0.333 5.102
C -0.707 0.393 5.033
P 0.077 0.127 3.483
C 1.420 1.421 3.500
C 2.249 1.392 4.769
C 0.376 -1.757 3.439
C 1.006 -2.277 4.720
H -2.691 -0.021 4.284
H -2.505 -0.056 6.045
H -1.922 -1.422 5.073
H -0.841 1.481 5.075
H -0.008 0.097 5.818
H 2.070 1.340 2.613
H 0.872 2.376 3.417
H 2.788 0.443 4.864
H 2.995 2.196 4.723
H 1.640 1.554 5.666
H -0.614 -2.223 3.293
H 0.994 -2.040 2.568
H 0.387 -2.082 5.605
H 1.136 -3.365 4.646
H 1.999 -1.841 4.876
*
```

Taken from the Löwdin analysis, the atomic charges in e are: 0.93 -0.04 1.00 -0.38 -0.06 -0.03 -0.02 -0.04 -0.12 -0.35 -0.13 -0.03 0.02 0.00 -0.04 -0.38 -0.09 -0.05 -0.03 -0.03 -0.10 0.10 0.13 0.14 0.13 0.10 0.11 0.12 0.13 0.12 0.12 0.06 0.12 0.12 0.12 0.13 -0.03 -0.04 -0.13 -0.43 0.80 -0.43 -0.13 -0.40 -0.13 0.08 0.09 0.07 0.11 0.09 0.00 0.09 0.08 0.09 0.07 0.08 0.03 0.08 0.09 0.08

=====

[3]
Entry from the Open Molecules 2025 dataset: C24H32ClN4O5Ru as an isolated structure (ωB97M-V with the def2-TZVPD basis set).

Summary:
**Expectation value of S²**: 6.12
**Orbital gap (alpha / beta)**: 7.202 / 5.489 eV
**Energy**: -56693.7298 eV

```
! wB97M-V def2-TZVPD RIJCOSX def2/J DEFGRID3
* xyz 1 5
Ru 0.310 0.365 0.020
C -1.449 2.375 2.861
C -0.262 3.077 2.203
C -0.428 3.411 0.731
N -0.284 2.320 -0.240
C -0.572 2.600 -1.509
C -1.006 3.891 -1.925
C -1.521 4.328 -3.118
C -1.756 3.648 -4.319
C -1.375 2.363 -4.597
C -0.683 1.458 -3.785
C -0.282 1.535 -2.460
N 0.428 0.512 -1.896
C 1.263 -0.352 -2.723
C 2.625 -0.691 -2.084
C 3.191 0.333 -1.101
N 2.435 0.292 0.148
C 2.938 0.169 1.331
C 4.358 0.312 1.584
C 5.101 0.000 2.676
C 4.710 -0.585 3.901
C 3.424 -0.865 4.321
C 2.221 -0.602 3.692
C 1.927 -0.055 2.411
N 0.687 0.197 2.050
C -0.435 0.054 2.985
C -1.627 0.892 2.559
H -2.364 2.907 2.584
H -1.358 2.491 3.945
H 0.678 2.551 2.381
H -0.146 4.044 2.699
H 0.303 4.186 0.473
H -1.420 3.862 0.611
H -0.949 4.662 -1.173
H -1.809 5.374 -3.121
H -2.254 4.205 -5.102
H -1.612 1.986 -5.585
H -0.472 0.513 -4.266
H 1.451 0.168 -3.664
H 0.736 -1.281 -2.959
H 3.347 -0.789 -2.897
H 2.588 -1.658 -1.589
H 3.124 1.350 -1.498
H 4.240 0.095 -0.938
H 4.911 0.750 0.765
H 6.161 0.208 2.583
H 5.510 -0.826 4.588
H 3.337 -1.331 5.295
H 1.351 -0.902 4.256
H -0.121 0.371 3.982
H -0.692 -1.008 3.022
H -2.493 0.523 3.115
H -1.871 0.716 1.507
C -4.698 0.020 0.272
C -3.970 0.942 -0.681
O -2.655 0.484 -0.994
H -5.695 0.405 0.487
H -4.161 -0.089 1.214
H -4.820 -0.974 -0.166
H -3.843 1.937 -0.246
H -4.545 1.063 -1.605
H -2.657 -0.481 -1.009
O -0.800 -3.588 -0.426
Cl -0.251 -2.603 0.423
O 1.070 -2.182 -0.014
O -0.224 -2.998 1.789
O -1.083 -1.352 0.307
*
```

Taken from the natural (NBO) analysis, the atomic charges in e are: 1.27 -0.40 -0.40 -0.24 -0.52 0.25 -0.22 -0.14 -0.22 -0.13 -0.23 0.22 -0.48 -0.24 -0.42 -0.24 -0.43 0.24 -0.21 -0.17 -0.16 -0.12 -0.22 0.26 -0.41 -0.27 -0.41 0.21 0.21 0.20 0.23 0.20 0.20 0.22 0.23 0.23 0.23 0.23 0.21 0.22 0.23 0.24 0.22 0.21 0.23 0.23 0.23 0.23 0.23 0.20 0.26 0.23 0.22 -0.64 -0.06 -0.75 0.23 0.21 0.21 0.17 0.17 0.49 -0.77 2.55 -0.86 -0.80 -0.89

=====

[4]
Entry from the Open Molecules 2025 dataset: C24H32F4N3Rh as an isolated structure in a non-equilibrium geometry (ωB97M-V with the def2-TZVPD basis set).

Summary:
**Orbital gap (alpha / beta)**: 7.034 / 6.856 eV
**Energy**: -43753.0824 eV

```
! wB97M-V def2-TZVPD RIJCOSX def2/J DEFGRID3
* xyz 0 1
Rh -0.108 -0.775 -0.334
C 2.908 0.850 -0.115
C 2.971 -0.557 -0.672
N 1.902 -1.472 -0.206
C 2.028 -2.766 -0.938
C 1.359 -2.781 -2.296
C 2.017 -1.692 1.247
C 0.840 -2.482 1.784
N -0.312 -2.229 0.932
C -1.547 -2.716 1.322
C -2.659 -2.583 0.473
F -2.519 -1.995 -0.735
C -3.917 -3.046 0.796
F -4.902 -2.859 -0.095
C -4.180 -3.692 1.988
C -3.102 -3.854 2.829
F -3.264 -4.475 4.007
C -1.835 -3.393 2.517
F -0.874 -3.636 3.436
H 3.562 1.497 -0.699
H 3.242 0.900 0.922
H 1.901 1.251 -0.171
H 3.934 -1.014 -0.408
H 2.916 -0.533 -1.759
H 1.597 -3.544 -0.311
H 3.097 -2.989 -1.047
H 0.294 -2.543 -2.224
H 1.441 -3.781 -2.726
H 1.811 -2.075 -2.993
H 2.058 -0.713 1.719
H 2.957 -2.211 1.483
H 0.686 -2.171 2.820
H 1.074 -3.552 1.820
H -5.165 -4.047 2.243
C -1.419 1.675 -3.365
C -0.072 2.326 -3.053
C 1.081 1.368 -3.328
C -0.031 2.976 -1.682
C 0.243 4.338 -1.617
C 0.239 5.026 -0.415
C -0.084 4.356 0.752
C -0.379 2.997 0.749
C -0.729 2.340 2.071
C -2.094 1.651 2.075
C 0.367 1.399 2.573
C -0.302 2.296 -0.475
N -0.506 0.936 -0.489
H -1.461 1.409 -4.424
H -2.243 2.357 -3.154
H -1.574 0.768 -2.780
H 0.043 3.158 -3.757
H 0.979 0.458 -2.737
H 2.044 1.825 -3.096
H 1.085 1.087 -4.384
H 0.455 4.869 -2.537
H 0.461 6.085 -0.393
H -0.116 4.896 1.691
H -0.791 3.166 2.786
H -2.115 0.782 1.419
H -2.880 2.337 1.756
H -2.327 1.316 3.089
H 0.431 0.509 1.945
H 0.141 1.079 3.593
H 1.342 1.891 2.577
*
```

Taken from the natural (NBO) analysis, the atomic charges in e are: 0.77 -0.64 -0.22 -0.40 -0.23 -0.62 -0.23 -0.25 -0.64 0.07 0.32 -0.32 0.34 -0.30 -0.37 0.35 -0.31 0.26 -0.32 0.23 0.21 0.24 0.18 0.21 0.22 0.19 0.22 0.23 0.21 0.22 0.19 0.21 0.19 0.25 -0.60 -0.24 -0.60 -0.01 -0.21 -0.21 -0.21 -0.02 -0.24 -0.60 -0.60 0.12 -0.60 0.20 0.21 0.22 0.20 0.21 0.20 0.21 0.21 0.21 0.21 0.20 0.22 0.21 0.20 0.20 0.21 0.21